[1]
{
  "formula": "C23H31N5OS2SiSn",
  "method": "the ωB97M-V functional and the def2-TZVPD basis",
  "gap_ha": 0.2180,
  "charge": -2,
  "e_above_lowest_kcal_mol": 0.0,
  "species": ["Sn", "C", "N", "C", "C", "N", "C", "C", "C", "C", "C", "C", "C", "S", "C", "C", "C", "C", "C", "C", "S", "H", "H", "H", "H", "H", "H", "H", "H", "H", "H", "H", "H", "H", "H", "H", "H", "H", "H", "C", "Si", "C", "C", "C", "C", "H", "H", "H", "H", "H", "H", "H", "H", "H", "N", "C", "N", "O", "H", "H", "H", "H", "N", "C"],
  "positions_angstrom": [[-0.844, -1.215, 0.596], [-1.189, 1.238, -1.792], [0.162, 0.704, -1.588], [1.101, 1.786, -1.333], [0.770, 2.725, -0.179], [0.672, 2.121, 1.140], [1.755, 1.205, 1.426], [0.393, 3.090, 2.145], [1.354, 3.379, 3.117], [1.133, 4.302, 4.134], [-0.075, 4.981, 4.162], [-1.035, 4.709, 3.202], [-0.869, 3.752, 2.183], [-2.210, 3.391, 1.130], [0.571, -0.191, -2.618], [1.616, 0.140, -3.485], [2.027, -0.703, -4.507], [1.377, -1.912, -4.692], [0.346, -2.260, -3.835], [-0.072, -1.439, -2.783], [-1.375, -2.069, -1.779], [-1.188, 1.978, -2.608], [-1.540, 1.717, -0.876], [-1.868, 0.428, -2.048], [1.165, 2.453, -2.212], [2.094, 1.352, -1.197], [-0.162, 3.261, -0.370], [1.585, 3.476, -0.188], [2.756, 1.674, 1.378], [1.742, 0.390, 0.707], [1.615, 0.763, 2.413], [2.301, 2.858, 3.094], [1.898, 4.480, 4.881], [-0.282, 5.709, 4.941], [-1.993, 5.214, 3.236], [2.127, 1.086, -3.368], [2.847, -0.407, -5.151], [1.679, -2.592, -5.480], [-0.148, -3.218, -3.941], [3.323, -4.824, 3.020], [3.589, -3.773, 1.489], [4.323, -4.852, 0.135], [4.818, -2.413, 1.897], [2.025, -3.042, 0.959], [0.973, -2.472, 0.721], [4.269, -5.208, 3.412], [2.670, -5.670, 2.798], [2.839, -4.228, 3.796], [5.289, -5.267, 0.437], [4.467, -4.272, -0.779], [3.650, -5.680, -0.100], [5.754, -2.818, 2.291], [4.389, -1.740, 2.643], [5.045, -1.819, 1.009], [-2.334, -0.710, 3.816], [-1.070, -0.209, 4.030], [-1.019, 1.140, 4.327], [-0.077, -0.921, 4.027], [-3.024, -0.070, 3.458], [-2.357, -1.622, 3.378], [-1.684, 1.721, 3.830], [-0.082, 1.503, 4.220], [-2.973, -3.675, 1.754], [-2.154, -2.995, 1.297]]
}

=====

[2]
{
  "formula": "C9H12N2",
  "method": "the ωB97M-V functional and the def2-TZVPD basis",
  "gap_ha": 0.3287,
  "charge": 0,
  "e_above_lowest_kcal_mol": 168.4,
  "species": ["C", "C", "C", "C", "C", "C", "C", "C", "C", "H", "H", "H", "H", "H", "H", "H", "H", "H", "H", "H", "H", "N", "N"],
  "positions_angstrom": [[-2.290, -0.172, 0.089], [-2.115, 1.174, 0.150], [-0.824, 1.691, -0.078], [0.258, 0.798, -0.158], [1.641, 1.403, -0.227], [2.462, 0.169, 0.616], [1.329, -1.542, -0.031], [-0.001, -0.635, -0.116], [-1.344, -1.149, 0.156], [-4.103, 0.181, 0.155], [-3.880, -1.577, -0.865], [-2.959, 1.679, -0.065], [-0.765, 2.807, 0.039], [2.024, 1.080, -1.514], [1.832, 2.628, 0.046], [1.890, -0.081, 1.569], [3.680, 0.443, 1.005], [2.812, -0.767, -1.290], [1.424, -2.521, -0.630], [1.406, -1.658, 1.009], [-1.509, -2.234, 0.504], [-3.636, -0.829, -0.039], [2.668, -0.887, -0.324]]
}

=====

[3]
{
  "formula": "C42H51NOP2RuS5",
  "method": "the ωB97M-V functional and the def2-TZVPD basis",
  "gap_ha": [0.1979, 0.1656],
  "charge": 3,
  "s_squared": 0.76,
  "e_above_lowest_kcal_mol": 50.1,
  "spin_multiplicity": 2,
  "species": ["Ru", "C", "C", "S", "C", "C", "S", "C", "C", "S", "C", "C", "S", "H", "H", "H", "H", "H", "H", "H", "H", "H", "H", "H", "H", "H", "H", "H", "H", "C", "N", "C", "P", "C", "C", "C", "C", "C", "C", "C", "C", "C", "C", "C", "C", "C", "C", "C", "C", "C", "C", "P", "C", "C", "C", "C", "C", "C", "C", "C", "C", "C", "C", "C", "H", "H", "H", "H", "H", "H", "H", "H", "H", "H", "H", "H", "H", "H", "H", "H", "H", "H", "H", "H", "H", "H", "H", "H", "H", "H", "H", "H", "H", "C", "S", "C", "O", "H", "H", "H", "H", "H", "H"],
  "positions_angstrom": [[0.757, 0.259, -1.169], [-0.740, 1.863, -3.876], [-0.021, 0.710, -4.542], [0.224, -0.647, -3.355], [1.771, -1.368, -3.931], [2.215, -2.274, -2.807], [2.316, -1.466, -1.175], [4.002, -0.796, -1.196], [4.189, 0.307, -2.207], [2.896, 1.494, -1.793], [2.635, 2.514, -3.251], [1.432, 3.360, -2.898], [-0.019, 2.430, -2.323], [-1.754, 1.588, -3.607], [-0.816, 2.725, -4.540], [0.946, 0.993, -4.953], [-0.627, 0.326, -5.364], [2.485, -0.584, -4.168], [1.586, -1.956, -4.830], [3.187, -2.736, -2.984], [1.490, -3.074, -2.657], [4.670, -1.645, -1.350], [4.164, -0.429, -0.183], [4.135, -0.030, -3.239], [5.154, 0.792, -2.052], [2.509, 1.913, -4.148], [3.508, 3.157, -3.379], [1.097, 3.972, -3.736], [1.673, 4.031, -2.072], [0.681, -1.823, 1.669], [0.456, -0.816, 2.655], [1.260, 0.351, 2.496], [1.006, 1.366, 0.963], [2.498, 2.413, 1.040], [2.403, 3.751, 0.660], [3.535, 4.553, 0.603], [4.777, 4.030, 0.937], [4.881, 2.702, 1.329], [3.752, 1.897, 1.371], [-0.284, 2.579, 1.407], [-1.352, 2.942, 0.593], [-2.244, 3.929, 0.986], [-2.079, 4.570, 2.204], [-1.014, 4.224, 3.025], [-0.119, 3.246, 2.628], [-0.080, -1.150, 3.950], [-0.742, -2.356, 4.153], [-1.272, -2.669, 5.398], [-1.161, -1.792, 6.460], [-0.493, -0.599, 6.264], [0.052, -0.277, 5.026], [-0.358, -1.471, 0.171], [-1.984, -1.313, 0.960], [-2.614, -0.122, 1.273], [-3.780, -0.113, 2.023], [-4.343, -1.307, 2.450], [-3.726, -2.508, 2.135], [-2.547, -2.515, 1.406], [-0.457, -3.057, -0.712], [-1.558, -3.310, -1.529], [-1.709, -4.530, -2.164], [-0.767, -5.534, -1.977], [0.310, -5.316, -1.129], [0.462, -4.090, -0.494], [0.385, -2.810, 2.014], [1.739, -1.895, 1.386], [2.338, 0.149, 2.570], [1.037, 1.069, 3.274], [1.436, 4.185, 0.429], [3.443, 5.596, 0.326], [5.657, 4.660, 0.915], [5.842, 2.296, 1.620], [3.871, 0.867, 1.685], [-1.522, 2.435, -0.343], [-3.071, 4.198, 0.340], [-2.773, 5.341, 2.513], [-0.873, 4.723, 3.975], [0.727, 3.031, 3.270], [-0.872, -3.082, 3.366], [-1.776, -3.618, 5.525], [-1.576, -2.040, 7.427], [-0.370, 0.101, 7.080], [0.590, 0.657, 4.962], [-2.197, 0.806, 0.943], [-4.247, 0.831, 2.275], [-5.255, -1.302, 3.033], [-4.151, -3.445, 2.471], [-2.079, -3.466, 1.188], [-2.310, -2.544, -1.634], [-2.577, -4.715, -2.785], [-0.891, -6.495, -2.460], [1.020, -6.110, -0.937], [1.272, -3.975, 0.212], [-4.708, -0.391, -1.426], [-3.386, 0.173, -2.486], [-3.517, -1.087, -3.755], [-2.087, -0.028, -1.711], [-5.648, -0.259, -1.962], [-4.697, 0.232, -0.535], [-4.555, -1.436, -1.151], [-4.555, -1.081, -4.091], [-3.243, -2.066, -3.373], [-2.873, -0.819, -4.590]]
}